The following is a DFT calculation (wB97M-V/def2-TZVPD) of C13H20Br10CoF9O9S3 as an isolated structure in a non-equilibrium geometry.

Geometry as XYZ:
```
65
Properties=species:S:1:pos:R:3:forces:R:3
Co 34.05666 -6.02917 12.61997 -0.448 0.672 -0.093
C 37.35190 -8.09690 15.26236 -0.155 0.567 -3.099
F 37.31563 -6.90291 15.89615 0.699 -1.369 0.490
F 38.63682 -8.61454 15.11268 -1.980 1.118 1.212
F 36.54966 -8.98903 15.81209 0.482 -0.028 1.261
S 36.69724 -7.80410 13.51089 0.887 0.470 -3.806
O 35.46942 -6.92009 13.59121 2.629 -1.649 1.762
O 37.80412 -7.07014 12.87111 -1.016 -0.568 1.338
O 36.47329 -9.12998 12.92922 0.047 1.691 1.753
C 32.79985 -7.91085 9.16652 1.955 0.636 0.739
F 32.72156 -8.31316 7.89471 -0.181 -0.241 0.026
F 31.90788 -6.95369 9.37120 -0.503 0.773 -0.287
F 32.51055 -8.86936 10.00415 -0.713 -1.160 -0.162
S 34.54806 -7.28736 9.57314 2.993 -1.526 -1.352
O 34.64088 -6.12027 8.73007 -0.161 -0.210 -0.668
O 34.54829 -6.92671 10.96487 -0.897 0.339 1.253
O 35.55073 -8.37036 9.42197 -2.473 1.541 -0.959
C 31.50114 -9.90450 12.94391 2.867 -0.742 -0.659
F 31.04925 -9.96974 14.16615 -1.328 -0.770 1.289
F 31.48229 -11.17838 12.34745 -0.301 2.027 1.075
F 30.77546 -9.08089 12.26119 -1.548 0.515 -1.216
S 33.23879 -9.19936 13.10113 3.452 -1.269 -2.544
O 33.10287 -7.71498 13.16639 -1.853 -2.006 0.156
O 33.71007 -9.77738 14.34400 -0.756 0.441 0.351
O 33.94154 -9.72741 11.90174 -2.053 1.400 2.411
Br 26.90102 -12.06542 13.82333 1.103 0.474 0.826
C 28.38258 -11.61328 15.11401 0.501 -1.079 0.365
C 27.82936 -11.33257 16.51087 0.265 1.206 0.049
Br 29.12649 -11.86155 17.95614 -0.962 -0.080 -0.843
H 29.09485 -10.88835 14.72000 -0.931 0.677 -0.127
H 29.07222 -12.45488 15.17881 -0.660 -0.642 -0.217
H 26.82640 -11.71263 16.70513 0.458 -0.588 0.065
H 27.76189 -10.25939 16.68926 0.039 -0.022 -0.160
Br 38.14080 -11.72084 14.07355 -0.765 -1.023 0.627
C 36.80407 -12.73052 15.23275 0.227 0.488 -0.506
C 35.43684 -12.13004 15.03683 -0.067 0.878 -1.069
Br 34.73480 -12.49740 13.16029 0.598 -0.043 1.622
H 37.18279 -12.48207 16.22419 -0.140 -0.364 0.032
H 36.83129 -13.79241 14.98832 0.361 0.197 0.053
H 35.55711 -11.05541 15.17397 -0.305 0.068 -0.766
H 34.63311 -12.37039 15.73278 0.257 -0.786 -0.060
Br 29.47122 -11.17766 7.49525 -0.046 -0.491 0.541
C 30.67024 -11.85255 8.96237 0.465 0.934 -1.049
C 32.02273 -12.25910 8.23229 -0.492 0.136 2.033
Br 33.44935 -11.87334 9.54433 -0.153 -0.140 -0.390
H 30.11835 -12.50059 9.64323 0.247 -0.972 -0.839
H 30.71754 -10.98274 9.61758 0.855 0.285 -0.534
H 32.23779 -11.67648 7.33652 -0.296 0.058 0.334
H 32.14179 -13.32453 8.03532 -0.486 0.163 -0.087
Br 31.50802 -8.20477 17.60460 0.233 -0.477 0.251
C 32.89682 -9.53804 18.14622 -0.710 0.886 0.646
C 32.23119 -10.66513 18.96651 1.186 0.603 -1.126
Br 33.76340 -11.64970 19.79220 -0.699 0.023 -0.317
H 33.58235 -8.96632 18.77174 -0.057 -0.067 -0.173
H 33.36179 -9.76425 17.18667 -0.070 -0.576 0.246
H 31.68298 -11.28111 18.25367 0.190 -0.344 0.581
H 31.61930 -10.31986 19.79986 0.137 0.037 -0.297
Br 30.01035 -4.15676 14.57104 -0.450 -0.868 -0.606
C 29.39505 -5.79945 13.62479 -0.670 -0.379 -0.294
C 28.09762 -6.29351 14.24994 -0.412 0.017 1.229
Br 27.63933 -8.21504 14.04356 0.424 0.463 -0.224
H 30.19165 -6.54269 13.65809 0.069 0.260 0.197
H 29.14935 -5.58325 12.58508 0.609 0.403 0.059
H 27.18711 -5.80463 13.90344 0.379 0.169 -0.252
H 28.11341 -6.15822 15.33139 0.121 -0.132 -0.088
```
Positions in Å, forces in eV/Å.

LUMO (spin up / spin down) = 3.183 / 3.183 eV
Electronic energy = -30400.807480 hartree
Highest occupied orbital energy (spin up / spin down) = -0.564 / -4.175 eV
Charge = -2
Orbital gap (spin up / spin down) = 3.747 / 7.358 eV
2S+1 = 5
Max |F| = 4.47 eV/A
<S²> = 6.00